Record 1
Density functional theory data (the ωB97M-V functional and the def2-TZVPD basis) for a cluster of 2 separate species, C9H17ClN3 in total in a non-equilibrium geometry.

XYZ file:
```
30
Properties=species:S:1:pos:R:3:forces:R:3
C 1.4030 3.8481 1.3218 1.11 0.33 1.54
C -0.7872 -3.3559 -0.7368 -2.06 -1.07 0.00
C -1.9215 -2.8752 -0.2141 -0.37 -0.35 -0.51
C 0.2580 -2.5144 -1.1380 3.71 -0.24 1.58
C 0.6582 1.8282 0.3041 -0.05 -1.28 0.99
C 0.8815 5.1196 1.8958 -1.06 -0.21 -0.26
C -3.1522 -3.5931 0.2124 -0.17 -0.27 -2.56
C 1.1581 -3.0977 -2.1523 0.26 1.31 -2.29
C -0.3796 1.4725 -0.4487 -0.20 1.58 -0.21
N 2.5774 3.6485 0.9565 0.46 -0.98 -1.22
N 0.7320 -1.5046 -0.4420 1.02 0.31 -2.97
N 0.4963 2.7680 1.2963 -0.31 1.67 0.49
Cl 2.2198 0.9537 0.5046 -1.14 -0.05 -0.66
H -0.7504 -4.3898 -1.0782 0.21 0.16 0.19
H -1.8821 -1.8280 -0.1416 -0.50 1.50 0.50
H 1.5298 5.9918 1.9893 0.33 -0.54 -0.34
H 0.4265 4.9524 2.8712 -0.22 -0.07 -0.03
H 0.1162 5.3042 1.1516 -0.71 0.97 0.23
H -3.6773 -4.2617 -0.5052 1.15 0.18 -0.25
H -2.8320 -4.2182 0.9614 0.34 -1.56 2.21
H -3.9872 -3.0178 0.4766 -0.59 1.44 0.97
H 2.1004 -3.5789 -1.9126 0.24 0.55 1.04
H 1.3765 -2.3424 -2.9639 -0.15 -0.74 0.78
H 0.6308 -3.8998 -2.5839 -0.73 -0.81 -1.02
H -1.1706 2.2583 -0.4430 0.39 -1.07 -0.10
H 1.4811 -0.8231 -0.7533 -0.72 -1.47 0.11
H -0.4404 0.7036 -1.1820 0.17 -0.39 -0.28
H 3.1356 4.4620 0.9234 0.61 1.07 0.36
H 0.2546 -1.0710 0.2708 -1.66 0.72 2.25
H -0.4553 3.0605 1.5595 0.65 -0.67 -0.51
```
Forces are in eV/Å.

net charge	+1
LUMO	-0.1704	hartree
orbital gap	7.11	eV
ΔE to the lowest compared entry with this formula, charge and spin	189.14	kJ/mol
energy	-977.2591	Eh


Record 2
Density functional theory data (the ωB97M-V functional and the def2-TZVPD basis) for a cluster of 3 separate species, C12H11F3N2O3S3 in total in a non-equilibrium geometry.

XYZ file:
```
34
Properties=species:S:1:pos:R:3:forces:R:3
C -1.9418 2.2525 0.9803 -0.17 -0.02 0.04
S -0.6289 1.3570 0.1772 1.09 -0.17 0.10
C 0.2773 2.6919 -0.6110 -0.06 0.26 -0.54
C 1.3706 1.6239 2.0796 -1.54 0.53 -0.18
C 2.3985 1.2667 1.1769 2.16 -0.65 -2.53
N 3.2348 0.9957 0.3933 -2.18 0.72 2.21
H -2.3895 1.5616 1.7112 -0.07 0.30 -0.21
H -1.5297 3.1402 1.4773 -0.30 -0.15 -0.10
H -2.6641 2.5159 0.1940 0.06 0.08 0.51
H 1.2522 2.3160 -0.9419 -0.31 -0.01 0.03
H -0.2730 3.0523 -1.4871 0.16 0.04 0.20
H 0.4434 3.5185 0.0877 -0.11 -0.04 -0.14
H 0.9458 2.6356 2.0891 0.63 -0.23 0.08
F 1.2519 2.3805 5.1185 -1.39 -0.86 -1.00
C 0.2058 1.6316 4.6403 -0.91 0.36 1.03
F -0.2750 0.8970 5.6573 1.16 0.95 -1.86
F -0.7945 2.4521 4.1990 1.66 -0.92 0.29
S 0.8853 0.5155 3.1800 -0.44 -0.69 2.62
N -1.6421 -0.9648 4.1970 2.25 1.20 -0.83
C -1.4043 -1.9599 5.1114 0.77 0.49 -0.30
O -0.3307 -2.1964 5.6893 -1.60 0.48 -0.80
C -2.6919 -2.6766 5.3102 -0.49 -0.54 0.47
C -3.6520 -2.2507 4.4126 -1.32 -0.31 -0.35
C -4.9631 -2.7140 4.4410 0.14 -0.51 0.30
C -5.3054 -3.6715 5.4154 0.71 0.36 0.12
C -4.3159 -4.0949 6.3314 -0.40 0.08 -0.01
C -3.0101 -3.5983 6.3004 0.05 0.00 -0.38
S -2.9677 -1.0116 3.3173 -0.24 -1.36 1.57
O -3.7457 0.2049 3.3925 0.35 0.21 -0.08
O -2.7813 -1.5469 1.9882 0.24 0.22 0.00
H -5.6857 -2.3507 3.7152 0.05 -0.06 0.16
H -6.3304 -4.0562 5.4917 0.54 0.16 -0.07
H -4.5911 -4.8001 7.1127 0.03 0.05 -0.18
H -2.2166 -3.9022 6.9924 -0.51 0.03 -0.17
```
Forces are in eV/Å.

LUMO	-0.1415	hartree
orbital gap	4.58	eV
ΔE to the lowest compared entry with this formula, charge and spin	138.22	kJ/mol
energy	-2293.1049	Eh